Below is C22H30B2Br4CrF4N4O10P as an isolated structure, with properties calculated with ωB97M-V/def2-TZVPD.

Structure (XYZ):
```
78
Properties=species:S:1:pos:R:3:forces:R:3
Cr -0.970 0.534 0.243 -0.2 -0.3 -1.9
C -2.527 4.810 0.211 -1.0 1.0 0.5
C -1.834 3.528 -0.212 1.0 -0.7 2.9
N -2.017 2.431 0.542 0.1 1.6 -2.5
O -3.141 2.454 1.261 -0.8 0.4 1.7
B -3.001 2.149 2.777 0.0 -0.8 0.1
F -1.987 2.909 3.326 0.0 0.1 -0.2
F -4.215 2.333 3.458 0.7 0.1 -1.0
O -2.641 0.657 2.942 -0.1 0.3 -0.2
N -2.508 0.063 1.738 -2.6 -2.2 -1.3
C -3.457 -0.827 1.382 2.9 1.5 1.9
C -4.404 -1.447 2.447 0.1 0.6 -1.9
C -3.342 -1.240 -0.058 1.5 -0.1 -2.3
N -2.438 -0.574 -0.762 -1.4 0.4 1.0
O -2.356 -0.593 -2.147 -0.4 0.1 1.6
B -2.135 0.854 -2.612 0.9 -0.8 0.2
F -1.655 0.863 -3.892 0.0 -0.1 0.1
F -3.264 1.608 -2.473 -0.4 0.3 0.2
O -1.059 1.335 -1.607 1.1 1.2 0.4
N -0.253 2.536 -1.817 -1.7 0.7 1.1
C -0.634 3.571 -1.081 0.7 -3.5 -1.8
C 0.253 4.749 -1.323 1.4 -1.2 -1.8
C -4.083 -2.414 -0.694 -0.5 1.1 -0.4
H -1.953 5.805 0.177 -0.4 -1.8 -0.5
H -2.781 4.683 1.290 0.1 0.0 -0.8
H -3.515 4.956 -0.314 1.0 -0.2 0.4
H -4.411 -2.533 2.155 -0.6 1.0 0.7
H -5.398 -0.912 2.390 0.8 -1.0 0.0
H -4.002 -1.269 3.450 0.1 -0.1 -0.4
H 1.321 4.457 -1.621 -1.4 -0.1 1.2
H 0.250 5.447 -0.539 0.0 1.0 0.8
H -0.016 5.134 -2.293 -0.7 0.9 -0.1
H -4.665 -2.918 0.075 0.0 -0.2 -0.2
H -3.353 -3.071 -1.168 0.2 0.0 0.3
H -4.749 -2.116 -1.552 0.5 0.1 1.0
Br 4.325 3.311 3.702 0.4 0.3 0.5
C 2.717 2.394 3.496 0.2 0.1 0.2
C 2.372 1.405 4.462 -0.7 -0.1 -0.7
Br 2.835 1.531 6.255 0.7 0.2 0.3
C 1.469 0.462 4.086 -0.2 -0.9 -0.3
Br 1.074 -1.037 5.107 -0.2 -0.4 0.5
C 0.817 0.481 2.811 -1.9 -1.7 -0.6
O 0.004 -0.409 2.350 1.8 1.5 1.0
C 0.995 1.653 2.023 0.2 0.9 -3.2
O 0.459 1.728 0.839 0.4 -0.1 1.6
C 1.973 2.601 2.360 0.2 0.7 1.3
Br 2.094 4.323 1.572 -0.2 -0.7 -0.5
C 2.749 -1.944 0.991 -0.7 0.1 1.2
C 2.118 -3.250 0.563 -0.5 0.4 -1.9
C 0.808 -3.755 1.147 0.0 1.0 -0.7
C 3.018 -4.458 0.561 0.9 1.0 1.5
O 1.880 -2.892 -0.872 0.7 -0.9 0.2
P 0.588 -2.137 -1.370 -1.2 1.0 -2.1
O 0.428 -0.814 -0.596 -0.6 0.3 0.8
O -0.592 -3.025 -1.432 0.0 0.1 0.2
O 0.991 -1.755 -2.929 0.7 0.4 1.1
C 2.220 -1.061 -3.465 -0.8 -0.8 0.6
C 2.815 -0.029 -2.468 -0.7 -0.3 -0.7
C 3.208 -2.208 -3.714 0.4 0.0 1.7
C 1.682 -0.461 -4.770 0.6 0.5 -0.2
H 3.003 -2.041 2.043 0.1 0.5 0.4
H 2.071 -1.082 0.770 0.5 -0.9 0.5
H 3.649 -1.799 0.418 0.5 0.0 -0.2
H 0.933 -4.316 2.036 0.4 -0.4 1.1
H 0.368 -4.418 0.405 -0.2 0.2 0.0
H 0.179 -2.906 1.329 -0.8 0.3 0.2
H 3.302 -4.626 1.632 0.2 0.2 -0.8
H 3.892 -4.313 -0.067 0.1 -0.3 -0.1
H 2.413 -5.288 0.317 -0.3 -1.1 -0.8
H 3.113 -0.555 -1.550 -0.6 0.5 0.0
H 2.144 0.850 -2.375 0.2 -0.8 0.6
H 3.737 0.364 -2.866 0.5 0.1 -0.5
H 3.455 -2.699 -2.737 -0.4 0.4 -0.7
H 4.162 -1.885 -4.096 0.3 0.4 -0.5
H 2.817 -2.983 -4.338 -0.5 -0.3 -0.6
H 0.861 0.241 -4.570 0.1 -0.4 0.1
H 1.342 -1.277 -5.425 -0.1 0.3 0.3
H 2.448 0.127 -5.335 -0.2 -0.5 0.5
```
Forces are in eV/Å.

The spin multiplicity is 5. The HOMO-LUMO gap (spin up / spin down) comes out at 0.2790 / 0.2442 Eh. As for the LUMO energy (spin up / spin down): 1.71 / 0.12 eV. Its relative energy (zero: lowest compared OMol25 entry of this formula, charge and spin) is 0.00 kJ/mol. Its net charge is -1. Its HOMO energy (spin up / spin down) is -0.2161 / -0.2398 hartree.